Entry 1:
The following is a quantum chemistry calculation of a molecular structure, C22H42Cl3CoN4O4Si at a distorted geometry, from the Open Molecules 2025 dataset.

```
! RIJCOSX wB97M-V def2-TZVPD def2/J DEFGRID3
* xyz -1 4
Co 0.89697 0.37383 -1.73879
Cl 3.01184 0.36261 -1.95358
Cl 0.09719 2.23412 -1.03212
Cl -0.15079 -1.54061 -6.23866
Si -0.19137 0.49495 -5.80609
O 1.62060 0.61070 -5.99853
O 0.90198 -0.38060 0.46969
O -2.68451 0.62061 0.83280
O -0.35150 -1.11018 -1.77473
N -1.35258 -3.13745 -1.85075
N 2.64902 0.73271 1.45700
N -2.19968 0.88008 3.05043
N 1.60187 -0.99155 2.56656
C 2.11274 2.73563 -8.62503
C 1.68828 -0.23302 1.42989
C -0.34853 2.46127 -6.01074
C 3.22351 -1.69958 -6.82622
C 2.68889 -2.47605 -9.67370
C -1.33797 1.42083 4.08446
C 0.38176 1.07914 -8.98354
C -0.23041 1.92770 -9.91695
C 2.54376 -0.79905 -7.80484
C -0.68013 -2.18215 -1.20195
C -0.12685 0.63849 -3.93728
C 1.53481 1.49969 -8.31838
C -1.43779 -4.49312 -1.32255
C -1.93793 0.59999 -6.59748
C -1.76663 -2.87313 -3.22036
C 0.68600 -2.09861 2.68119
C 0.33047 3.16722 -10.21681
C -1.96266 1.06455 1.72080
C 2.37576 -1.14362 -9.09518
C 2.23780 0.60982 -7.28853
C 1.51435 3.55752 -9.58175
C -3.50283 0.41144 3.46999
H -4.19137 1.24778 3.65946
H 2.87922 -1.51366 -5.79880
H 0.55668 2.93652 -5.62128
H -3.92567 -0.22653 2.69254
H -1.73425 -4.45040 -0.26509
H -2.39863 -0.38749 -6.77160
H -0.90241 -2.70958 -3.87671
H -1.93009 1.10539 -7.57102
H -2.34081 -3.73728 -3.55514
H -2.37503 -1.96221 -3.26227
H 2.91245 1.14075 0.57114
H -1.05057 1.65418 1.50339
H -0.46784 2.76588 -7.05258
H 0.00565 0.06526 -8.81589
H -1.11263 0.78684 -3.48940
H 3.03999 -2.74740 -7.09866
H 3.76814 -2.65848 -9.73974
H 2.23757 -3.30445 -9.11643
H -1.55316 2.47863 4.29214
H -0.47014 -5.01419 -1.40338
H -0.35123 -1.74270 2.73605
H 3.22277 1.06328 -7.09654
H 0.78559 -2.80033 1.84220
H -3.38785 -0.14602 4.40263
H -0.13941 3.81906 -10.95211
H 3.04872 3.01595 -8.12571
H -0.29035 1.33075 3.77994
H -1.13961 1.59799 -10.41274
H 0.33087 -0.30301 -3.59462
H 1.98486 4.50917 -9.82818
H 3.34196 0.69766 2.20117
H 2.04654 -0.40276 -9.82072
H -0.43962 -2.35629 -0.14015
H 4.31533 -1.54257 -6.86913
H 2.29860 -2.51180 -10.69478
H 2.33858 -0.89040 3.25420
H -2.18386 -5.02318 -1.91895
H -2.63142 1.16025 -5.95222
H 0.91216 -2.63159 3.60790
H 0.50146 1.51001 -3.69647
H -1.20365 2.83742 -5.43759
H -1.50411 0.85618 5.00655
*
```

Frontier orbital gap (alpha / beta), eV: 5.8 / 5.8
Relative energy (zero: lowest compared OMol25 entry of this formula, charge and spin), eV: 2.424


Entry 2:
The following is a quantum chemistry calculation of a gas-phase ion, C3H5O2 (charge -1), from the Open Molecules 2025 dataset.

```
! RIJCOSX wB97M-V def2-TZVPD def2/J DEFGRID3
* xyz -1 1
O -0.94414 0.68306 1.18833
O 1.23362 0.87516 0.59040
C 0.11781 0.31929 0.61968
C -0.00164 -0.98788 -0.23511
C -0.30940 -0.58807 -1.67474
H 0.95473 -1.50543 -0.20632
H -0.55601 -1.41561 -2.33622
H -0.84274 -1.56346 0.15463
H -1.11916 0.13992 -1.79287
H 0.56608 -0.08341 -2.10510
*
```

Frontier orbital gap, eV: 8.2
Relative energy (zero: lowest compared OMol25 entry of this formula, charge and spin), eV: 0.033
Structure (SMILES): CCC(=O)[O-]


Entry 3:
The following is a quantum chemistry calculation of a molecular structure, C19H36I2NO12 at a distorted geometry, from the Open Molecules 2025 dataset.

```
! RIJCOSX wB97M-V def2-TZVPD def2/J DEFGRID3
* xyz -1 1
I -1.00950 2.23021 -0.08695
I -2.42460 -1.19930 0.47226
O 1.61181 2.51434 3.74864
O 2.31844 -10.67133 -3.54595
O 3.18999 1.40998 5.00107
O -6.14048 6.12060 -2.11077
O 5.16426 7.33139 6.53129
O 0.29977 -11.53561 -3.59598
O 1.59803 0.23613 4.04595
O 3.58607 8.43576 5.27886
O 3.57229 6.15754 5.57617
O -5.17225 4.59927 -0.85673
O 0.51506 -9.26187 -3.34569
O -3.94856 5.57913 -2.53640
N -0.72615 -1.86774 -2.30719
C -4.98189 5.44645 -1.89948
C 2.40055 6.08863 4.76591
C 4.05931 7.41240 5.74772
C -0.62803 -5.30162 -2.34669
C -1.15145 -0.84949 -1.27260
C -6.08774 7.05517 -3.18693
C -1.11682 -11.37731 -3.54531
C -1.77701 -2.92946 -2.54115
C 2.08504 1.49099 4.21750
C -4.02759 3.81844 -0.51865
C 3.17823 -9.53841 -3.43865
C -0.59844 0.55156 -1.46367
C -3.07391 -2.44750 -3.42012
C 0.41164 0.92095 -2.74461
C 3.81334 2.66477 5.26805
C -1.02199 -4.12204 -3.43798
C 0.42628 0.16722 3.23569
C 5.78761 8.58618 6.79827
C 0.99554 -10.37614 -3.48203
H 0.12471 -0.88161 3.16619
H -2.16683 -3.46814 -1.57833
H 3.00139 -8.84015 -4.26310
H -3.45939 -1.36492 -3.18082
H 3.12944 3.32875 5.80654
H 0.02231 -3.68699 -3.81856
H -1.42369 -10.95362 -2.58355
H 4.68489 2.48102 5.90227
H -3.73583 3.17795 -1.35723
H 6.13035 9.05239 5.86883
H -0.47017 -4.80945 -1.27706
H 0.63354 0.53357 2.22513
H 5.10371 9.25016 7.33676
H -5.33901 7.82921 -2.98959
H 2.60780 6.45498 3.75535
H -1.59941 -5.97799 -2.23731
H 0.16191 0.23799 -3.66157
H 0.18730 2.03979 -3.04417
H -3.95407 -3.22242 -3.19807
H -4.29319 3.17797 0.32697
H -7.06672 7.53583 -3.26543
H -1.46533 -10.75251 -4.37401
H 3.04309 -9.04121 -2.47277
H -5.87828 6.54406 -4.13217
H 4.21139 -9.89104 -3.50237
H -1.57126 -12.36674 -3.64582
H 2.09897 5.03980 4.69641
H 6.65915 8.40243 7.43249
H 1.58128 6.65277 5.22321
H 1.54688 0.85434 -2.40050
H -3.19657 4.46298 -0.21469
H 0.32760 -5.91839 -2.66741
H -2.84204 -2.58903 -4.58256
H -1.68392 -4.49341 -4.32855
H -0.39298 0.73136 3.69299
H 4.15608 3.13098 4.33861
*
```

Frontier orbital gap, eV: 5.2
Relative energy (zero: lowest compared OMol25 entry of this formula, charge and spin), eV: 3.908


Entry 4:
The following is a quantum chemistry calculation of 2 unconnected molecules or ions with the total composition C3H4BrNO at a distorted geometry, from the Open Molecules 2025 dataset.

```
! RIJCOSX wB97M-V def2-TZVPD def2/J DEFGRID3
* xyz 0 1
Br 4.52094 -0.43693 0.40734
O -0.15904 0.24099 0.00376
N 0.19237 -0.71916 -0.70980
C 3.12204 1.52577 -1.32225
C 3.59977 0.80267 -0.49260
C 1.09559 -1.63137 -0.41484
H 1.60536 -1.47768 0.46875
H 1.56620 -2.26042 -1.18774
H 2.42637 2.20752 -1.88680
H -0.37964 -1.00235 -1.49123
*
```

Frontier orbital gap, eV: 9.6
Relative energy (zero: lowest compared OMol25 entry of this formula, charge and spin), eV: 5.042
Structure (SMILES): C=[NH+][O-].C#CBr


Entry 5:
The following is a quantum chemistry calculation of C15H15BrN4O2S in the gas phase, from the Open Molecules 2025 dataset.

```
! RIJCOSX wB97M-V def2-TZVPD def2/J DEFGRID3
* xyz 0 1
Br 1.75834 1.97041 1.46135
S 0.75712 -4.60342 -0.32574
O -1.56770 -1.45944 -0.22962
O 1.75113 -0.93756 1.91950
N -0.73719 -1.75623 1.84771
N 1.41375 -2.09493 -0.01389
N -0.17316 -2.97839 1.49748
N -3.54318 0.97492 -0.35189
C 0.62939 -3.14991 0.42225
C -1.37436 -1.01730 0.87768
C -1.79974 2.33907 -0.23294
C 4.64874 1.44879 -1.42915
C 4.64930 0.08239 -1.66023
C 2.91578 1.16731 0.19880
C 2.88156 -0.20555 -0.04039
C 3.77109 -0.73530 -0.97399
C -2.66380 2.80828 -1.23776
C 3.78223 1.99309 -0.49921
C -3.72331 1.94373 -1.28521
C -2.36659 1.20638 0.29812
C -4.43770 -0.12125 -0.11301
C 1.96765 -1.08872 0.73677
C -1.85349 0.32967 1.39037
H -1.02667 0.83728 1.88926
H -3.94476 -1.07098 -0.32994
H -2.63093 0.13517 2.13631
H -0.25835 -1.27259 2.60206
H -0.73983 -3.79295 1.71604
H 3.80320 -1.80272 -1.13899
H -2.52122 3.67669 -1.84969
H 5.32784 2.09238 -1.96649
H -4.59168 1.94984 -1.91482
H -5.30624 -0.02017 -0.76127
H 5.33488 -0.34766 -2.37359
H -4.77638 -0.12704 0.92673
H -0.87586 2.78484 0.07817
H 3.77756 3.05494 -0.30674
H 1.74258 -2.21310 -0.96404
*
```

Frontier orbital gap, eV: 7.9
Structure (SMILES): Cn1cccc1CC(=O)NNC(=S)NC(=O)c1ccccc1Br


Entry 6:
The following is a quantum chemistry calculation of C3H9ClN2 in the gas phase at a distorted geometry, from the Open Molecules 2025 dataset.

```
! RIJCOSX wB97M-V def2-TZVPD def2/J DEFGRID3
* xyz 0 1
Cl 2.57861 -0.69050 -0.53266
N 0.11488 1.26559 -0.95085
N -1.86190 -0.73615 -0.40972
C -0.52724 -0.88310 0.11515
C 0.16311 0.50053 0.32013
C 1.63392 0.42495 0.65837
H 2.20736 1.31366 0.54427
H -0.50651 0.75249 -1.55596
H 0.10899 -1.39213 -0.69132
H -0.25454 2.19222 -0.78070
H -2.05817 -1.60043 -0.88272
H -2.55640 -0.72555 0.35620
H -0.49707 -1.45851 1.05197
H 1.80810 -0.00539 1.69739
H -0.35315 1.04234 1.06044
*
```

Frontier orbital gap, eV: 10.3
Relative energy (zero: lowest compared OMol25 entry of this formula, charge and spin), eV: 0.123
Structure (SMILES): NC[C@H](N)CCl


Record order is preserved below.
M: 620.0; 73.1; 724.3; 150.0; 395.3; 108.6 g mol⁻¹